(1)
DFT (ωB97M-V with the def2-TZVPD basis set) results for 9 unconnected molecules or ions with the total composition C33H48N4O9.

Structure (ORCA input):
```
! RIJCOSX wB97M-V def2-TZVPD def2/J DEFGRID3
* xyz 0 1
C -24.982 -21.685 4.165
C -24.709 -22.485 5.292
C -25.827 -23.249 5.598
N -26.834 -22.928 4.645
C -26.253 -22.003 3.784
H -24.261 -21.051 3.670
H -23.693 -22.494 5.658
H -25.923 -24.051 6.316
H -27.783 -23.263 4.564
H -26.867 -21.637 2.973
C -30.315 -24.758 2.750
C -30.837 -25.682 1.854
C -30.968 -25.105 0.624
N -30.428 -23.848 0.661
C -29.953 -23.653 1.998
H -30.071 -24.786 3.802
H -31.145 -26.678 2.136
H -31.229 -25.557 -0.321
H -30.206 -23.326 -0.174
H -29.363 -22.813 2.335
C -28.956 -21.588 -1.150
C -30.211 -21.395 -1.599
C -30.864 -20.498 -0.767
N -30.000 -20.344 0.297
C -28.794 -20.921 0.033
H -28.169 -22.065 -1.716
H -30.531 -21.804 -2.546
H -31.794 -19.978 -0.946
H -30.107 -19.666 1.039
H -28.010 -20.785 0.763
C -25.068 -22.015 -1.902
C -24.947 -20.977 -0.924
C -23.997 -21.426 -0.061
N -23.446 -22.616 -0.401
C -24.133 -22.982 -1.525
H -25.677 -22.114 -2.789
H -25.610 -20.186 -0.607
H -23.928 -21.069 0.956
H -22.814 -23.136 0.191
H -23.870 -23.865 -2.088
O -27.163 -18.816 2.664
C -26.028 -18.356 2.378
C -25.172 -17.631 3.298
C -24.241 -16.886 2.318
C -24.138 -17.836 1.168
O -25.458 -18.459 1.140
H -25.841 -17.014 3.898
H -24.649 -18.272 4.007
H -24.646 -15.917 2.024
H -23.304 -16.631 2.813
H -24.083 -17.237 0.259
H -23.373 -18.611 1.209
O -34.958 -17.686 3.072
C -34.893 -18.801 2.442
C -35.661 -20.022 2.844
C -35.262 -21.032 1.689
C -34.080 -20.339 1.024
O -34.117 -19.063 1.462
H -35.243 -20.279 3.817
H -36.736 -19.842 2.854
H -34.922 -22.010 2.029
H -36.035 -21.140 0.927
H -33.088 -20.753 1.202
H -34.310 -20.263 -0.039
O -33.838 -19.621 -2.873
C -33.385 -20.266 -3.833
C -33.304 -19.731 -5.293
C -33.724 -20.960 -6.042
C -33.219 -22.049 -5.160
O -33.076 -21.601 -3.842
H -34.000 -18.910 -5.463
H -32.236 -19.518 -5.344
H -34.807 -20.979 -6.162
H -33.217 -21.092 -6.998
H -33.881 -22.915 -5.128
H -32.263 -22.389 -5.556
O -27.059 -23.695 -5.781
C -27.387 -22.495 -5.714
C -27.935 -21.652 -6.883
C -28.540 -20.501 -6.057
C -27.613 -20.444 -4.813
O -27.354 -21.796 -4.545
H -27.128 -21.213 -7.469
H -28.652 -22.202 -7.493
H -28.552 -19.607 -6.681
H -29.548 -20.701 -5.694
H -26.774 -19.750 -4.868
H -28.197 -20.028 -3.993
C -31.486 -18.345 3.919
O -32.073 -17.420 2.865
H -31.835 -18.178 4.938
H -31.365 -19.398 3.664
H -30.482 -17.925 3.978
H -32.961 -17.282 3.202
*
```

## Properties
Gap between HOMO and LUMO ... 0.3012 hartree
Highest occupied orbital energy ... -0.2885 Ha
SMILES string ... c1cc[nH]c1.c1cc[nH]c1.c1cc[nH]c1.c1cc[nH]c1.O=C1CCCO1.O=C1CCCO1.O=C1CCCO1.O=C1CCCO1.CO

Löwdin population analysis, charges in e, atoms 1 to 5: -0.129, -0.130, -0.110, 0.032, -0.142

(2)
DFT (ωB97M-V with the def2-TZVPD basis set) results for a molecular structure, C33H49BBrCl8IrN6Si2.

Structure (ORCA input):
```
! RIJCOSX wB97M-V def2-TZVPD def2/J DEFGRID3
* xyz 1 2
Ir 0.825 1.099 -0.242
C 2.824 4.975 -1.120
C 1.919 4.682 0.015
C 2.027 5.227 1.278
C 1.001 4.690 2.046
C 0.761 4.927 3.483
N 0.237 3.895 1.268
N 0.760 3.865 -0.024
B -0.941 3.057 1.813
N -0.350 1.838 2.565
N 0.636 1.117 2.009
C 1.060 0.214 2.897
C 2.185 -0.712 2.630
C 0.309 0.353 4.061
C -0.581 1.390 3.815
C -1.642 1.914 4.709
N -1.801 2.573 0.657
N -1.304 1.833 -0.354
C -2.295 1.584 -1.212
C -2.179 0.814 -2.477
C -3.466 2.168 -0.723
C -3.116 2.785 0.464
C -3.992 3.538 1.394
H 2.779 6.038 -1.367
H 2.598 4.397 -2.008
H 3.845 4.755 -0.812
H 2.775 5.923 1.601
H 1.494 5.633 3.859
H 0.842 3.998 4.044
H -0.233 5.335 3.649
H -1.575 3.708 2.562
H 2.196 -1.029 1.591
H 2.112 -1.578 3.280
H 3.133 -0.214 2.832
H 0.398 -0.225 4.956
H -1.633 1.381 5.656
H -2.618 1.782 4.246
H -1.505 2.975 4.903
H -1.302 0.174 -2.485
H -2.115 1.498 -3.323
H -3.073 0.206 -2.605
H -4.435 2.141 -1.180
H -4.996 3.589 0.980
H -3.617 4.549 1.543
H -4.043 3.051 2.367
Cl -1.244 6.297 0.485
C -0.547 5.802 -1.003
C -0.048 4.461 -1.131
C 0.240 4.039 -2.457
Cl 0.580 2.384 -2.781
C 0.241 4.913 -3.526
Cl 0.597 4.363 -5.111
C -0.057 6.278 -3.322
Cl 0.013 7.376 -4.627
C -0.510 6.693 -2.053
Cl -1.072 8.307 -1.859
C 2.792 -3.642 -1.742
C 1.963 -4.494 -0.773
C 2.561 -4.298 0.625
C 2.127 -5.966 -1.165
Si 0.074 -3.995 -0.794
Br 0.163 -1.555 -0.782
C -0.938 -4.357 0.840
C -2.430 -4.053 0.667
C -0.791 -5.839 1.196
C -0.456 -3.516 2.028
C -0.851 -4.320 -2.485
C 0.078 -4.053 -3.674
C -2.074 -3.419 -2.686
C -1.314 -5.780 -2.536
H 3.849 -3.802 -1.543
H 2.598 -2.582 -1.618
H 2.612 -3.910 -2.776
H 3.633 -4.481 0.589
H 2.139 -4.991 1.347
H 2.414 -3.281 0.976
H 3.179 -6.240 -1.117
H 1.789 -6.149 -2.180
H 1.579 -6.624 -0.497
H -2.895 -4.703 -0.068
H -2.591 -3.016 0.382
H -2.941 -4.218 1.614
H -1.145 -6.480 0.392
H -1.376 -6.066 2.087
H 0.242 -6.098 1.408
H -0.557 -2.451 1.829
H 0.574 -3.726 2.290
H -1.072 -3.747 2.896
H 0.499 -3.052 -3.625
H -0.494 -4.127 -4.597
H 0.885 -4.777 -3.730
H -1.783 -2.376 -2.766
H -2.802 -3.516 -1.890
H -2.563 -3.700 -3.618
H -0.497 -6.476 -2.364
H -1.731 -5.997 -3.519
H -2.090 -5.973 -1.800
Cl 3.962 1.982 -2.423
Si 3.231 1.259 -0.630
Cl 4.189 2.378 0.837
Cl 4.163 -0.594 -0.464
*
```

## Properties
Gap between HOMO and LUMO (spin up / spin down) ... 0.2676 / 0.2639 hartree
Highest occupied orbital energy (spin up / spin down) ... -0.3964 / -0.3961 Ha
Energy relative to the best compared isomer or geometry (same formula, charge and spin) ... 277.0 kJ/mol

Löwdin population analysis, charges in e, atoms 1 to 5: 0.641, -0.019, -0.246, 0.050, -0.241

(3)
DFT (ωB97M-V with the def2-TZVPD basis set) results for a molecular structure, C33H49BN.

Structure (ORCA input):
```
! RIJCOSX wB97M-V def2-TZVPD def2/J DEFGRID3
* xyz 1 1
C 1.522 5.182 6.077
C 0.769 5.189 7.372
C 1.429 4.994 8.585
C 0.736 4.808 9.787
C 1.582 4.438 10.977
C -0.668 4.942 9.791
C -1.502 4.672 11.058
C -1.216 5.612 12.230
C -1.432 3.205 11.487
C -1.743 2.284 10.284
C -3.057 1.574 10.186
C -3.613 1.342 8.902
C -2.850 1.584 7.626
C -4.910 0.847 8.826
C -5.625 0.558 9.990
C -7.061 0.178 9.902
C -4.992 0.611 11.231
C -3.668 1.014 11.329
C -2.975 0.830 12.649
C -1.336 5.239 8.584
C -2.836 5.412 8.535
C -0.617 5.348 7.394
H 1.061 5.850 5.342
H 2.557 5.500 6.237
H 1.551 4.179 5.627
H 2.525 4.957 8.585
H 1.028 4.236 11.894
H 2.190 3.540 10.758
H 2.292 5.254 11.191
H -2.549 4.844 10.772
H -1.291 6.651 11.890
H -1.955 5.449 13.028
H -0.218 5.444 12.644
H -0.422 2.961 11.860
H -2.121 3.061 12.330
H -1.588 2.859 9.362
H -3.458 1.303 6.757
H -2.567 2.635 7.475
H -1.932 0.979 7.573
H -5.378 0.697 7.850
H -7.398 -0.246 10.852
H -7.672 1.062 9.684
H -7.230 -0.545 9.096
H -5.541 0.311 12.128
H -3.343 -0.092 13.116
H -1.885 0.736 12.564
H -3.216 1.635 13.358
H -3.129 5.693 7.516
H -3.383 4.488 8.788
H -3.180 6.209 9.210
H -1.162 5.561 6.473
C 0.164 -2.176 8.158
C 0.964 -0.894 8.036
N 1.884 -0.616 9.176
C 2.706 -1.781 9.534
C 3.506 -2.396 8.597
C 4.314 -3.454 9.052
C 4.268 -3.830 10.396
C 3.405 -3.194 11.306
C 2.606 -2.152 10.853
C 2.802 0.539 8.833
C 3.700 0.913 10.006
C 2.014 1.713 8.303
B 1.139 -0.559 10.638
H -1.002 1.531 10.228
H -0.409 -2.282 7.229
H 0.800 -3.061 8.249
H -0.550 -2.174 8.987
H 1.594 -0.919 7.140
H 0.300 -0.025 7.966
H 3.510 -2.048 7.557
H 4.972 -3.946 8.331
H 4.910 -4.640 10.750
H 3.373 -3.492 12.352
H 1.866 -1.569 11.492
H 3.440 0.157 8.020
H 4.431 1.648 9.648
H 3.167 1.366 10.852
H 4.274 0.060 10.381
H 2.670 2.585 8.225
H 1.633 1.539 7.292
H 1.159 1.987 8.937
H 0.050 -1.032 10.577
H 1.364 0.473 11.189
*
```

## Properties
Gap between HOMO and LUMO ... 0.2622 hartree
Highest occupied orbital energy ... -0.3750 Ha
Energy relative to the best compared isomer or geometry (same formula, charge and spin) ... 0.0 kJ/mol

Löwdin population analysis, charges in e, atoms 1 to 5: -0.053, -0.273, -0.040, -0.202, -0.036

(4)
DFT (ωB97M-V with the def2-TZVPD basis set) results for a molecular structure, C33H49ClHfOP4.

Structure (ORCA input):
```
! RIJCOSX wB97M-V def2-TZVPD def2/J DEFGRID3
* xyz 2 1
P 1.358 1.064 -4.486
C 3.073 1.486 -4.747
C 3.813 0.850 -5.760
H 3.373 0.020 -6.312
C 5.106 1.282 -6.051
H 5.668 0.787 -6.842
C 5.668 2.342 -5.335
H 6.680 2.679 -5.568
C 4.936 2.970 -4.319
H 5.375 3.798 -3.761
C 3.644 2.542 -4.014
H 3.068 3.017 -3.218
C 1.035 -0.510 -5.291
C 1.741 -1.639 -4.843
H 2.539 -1.530 -4.105
C 1.411 -2.902 -5.332
H 1.935 -3.782 -4.951
C 0.421 -3.033 -6.311
H 0.181 -4.019 -6.712
C -0.255 -1.908 -6.785
H -1.021 -2.003 -7.556
C 0.036 -0.644 -6.270
H -0.497 0.235 -6.639
C 0.291 2.313 -5.203
C 0.653 2.874 -6.443
H 1.574 2.554 -6.930
C -0.163 3.836 -7.036
H 0.119 4.252 -8.002
C -1.326 4.266 -6.388
H -1.950 5.034 -6.845
C -1.684 3.718 -5.151
H -2.584 4.058 -4.632
C -0.887 2.732 -4.565
H -1.165 2.303 -3.602
Hf 0.337 0.258 -0.360
C -1.601 -1.190 -0.580
C -1.982 -1.513 -1.825
H -2.161 -1.575 0.290
C -1.213 -0.886 -2.995
O -2.172 -0.053 -3.710
H -1.761 0.330 -4.507
C -0.113 -0.094 -2.441
H -0.788 -1.661 -3.664
C 0.857 0.761 -2.662
Cl 2.180 1.654 0.266
P -1.429 2.131 0.238
P 1.729 -1.942 0.050
C -1.035 3.165 1.697
H 0.006 3.502 1.638
H -1.158 2.583 2.618
H -1.708 4.034 1.722
C -1.571 3.370 -1.083
H -2.254 3.010 -1.862
H -0.587 3.540 -1.538
H -1.949 4.316 -0.673
C -3.180 1.719 0.565
H -3.256 1.024 1.409
H -3.609 1.232 -0.319
H -3.745 2.633 0.794
C 2.583 -2.247 1.637
H 1.881 -2.649 2.379
H 2.997 -1.306 2.021
H 3.399 -2.965 1.476
C 0.952 -3.565 -0.254
H 0.564 -3.601 -1.279
H 0.106 -3.700 0.432
H 1.680 -4.376 -0.104
C 3.123 -1.945 -1.120
H 3.534 -0.931 -1.199
H 2.782 -2.264 -2.112
H 3.901 -2.628 -0.755
P -3.348 -2.614 -2.309
C -3.896 -3.585 -0.914
C -2.681 -3.659 -3.608
H -4.194 -2.929 -0.085
H -3.099 -4.265 -0.584
H -4.763 -4.179 -1.234
H -2.393 -3.057 -4.479
H -3.445 -4.386 -3.911
H -1.801 -4.198 -3.232
C -4.662 -1.591 -2.969
H -4.986 -0.874 -2.203
H -5.506 -2.227 -3.262
H -4.274 -1.039 -3.834
H 1.466 1.335 -1.924
C -0.293 -0.315 1.780
H -1.277 0.053 2.110
H 0.447 0.109 2.480
H -0.309 -1.400 1.962
*
```

## Properties
Gap between HOMO and LUMO ... 0.2865 hartree
Highest occupied orbital energy ... -0.4792 Ha

Löwdin population analysis, charges in e, atoms 1 to 5: 1.136, -0.324, -0.072, 0.108, -0.048